{"formula": "C43H47N4O", "method": "the ωB97M-V functional and the def2-TZVPD basis", "symbols": ["C", "C", "C", "C", "C", "C", "N", "C", "N", "C", "C", "C", "C", "C", "C", "C", "C", "C", "C", "C", "C", "C", "C", "H", "H", "H", "H", "H", "H", "H", "H", "H", "H", "H", "H", "H", "H", "H", "H", "H", "H", "H", "H", "H", "H", "H", "H", "C", "C", "C", "C", "C", "C", "N", "C", "C", "C", "C", "C", "C", "C", "C", "C", "C", "O", "N", "C", "C", "C", "C", "C", "C", "H", "H", "H", "H", "H", "H", "H", "H", "H", "H", "H", "H", "H", "H", "H", "H", "H", "H", "H", "H", "H", "H", "H"], "coordinates": [[7.433, 1.785, 0.070], [5.999, 2.234, 0.092], [5.103, 1.809, -0.878], [3.708, 2.122, -0.804], [2.805, 1.586, -1.723], [3.275, 2.907, 0.316], [1.893, 3.183, 0.466], [0.839, 2.338, 0.417], [-0.288, 3.080, 0.467], [-1.655, 2.647, 0.405], [-2.133, 1.723, 1.346], [-1.243, 1.230, 2.440], [-3.477, 1.325, 1.285], [-4.382, 1.983, 0.449], [-5.855, 1.720, 0.558], [-3.890, 2.927, -0.455], [-2.532, 3.262, -0.502], [-2.074, 4.261, -1.514], [0.076, 4.446, 0.574], [1.400, 4.512, 0.561], [4.182, 3.401, 1.252], [3.772, 4.248, 2.420], [5.535, 3.051, 1.131], [8.053, 2.460, 0.670], [7.542, 0.774, 0.488], [7.822, 1.762, -0.954], [5.452, 1.172, -1.696], [0.856, 1.237, 0.493], [1.879, 2.102, -1.969], [3.160, 0.793, -2.382], [-1.819, 0.590, 3.122], [-0.420, 0.628, 2.029], [-0.802, 2.045, 3.038], [-3.828, 0.535, 1.953], [-6.398, 2.270, -0.217], [-6.086, 0.652, 0.454], [-6.242, 2.043, 1.533], [-4.582, 3.428, -1.137], [-2.882, 4.396, -2.243], [-1.879, 5.249, -1.077], [-1.184, 3.936, -2.066], [-0.661, 5.224, 0.644], [2.063, 5.354, 0.606], [4.612, 4.281, 3.126], [3.563, 5.288, 2.131], [2.906, 3.848, 2.963], [6.240, 3.411, 1.882], [-3.257, -5.043, -5.420], [-3.032, -4.471, -4.050], [-2.001, -4.972, -3.251], [-1.802, -4.509, -1.946], [-0.727, -5.101, -1.092], [-2.654, -3.514, -1.454], [-2.650, -3.208, -0.053], [-1.759, -2.422, 0.619], [-0.968, -1.366, -0.030], [0.319, -1.093, 0.540], [1.227, -0.109, 0.049], [2.594, -0.355, 0.651], [3.661, -0.956, -0.036], [4.891, -1.124, 0.603], [5.044, -0.752, 1.942], [3.977, -0.177, 2.632], [2.758, 0.029, 1.978], [-1.437, -0.742, -1.016], [-1.941, -2.658, 1.934], [-1.121, -2.224, 3.052], [-2.967, -3.581, 2.102], [-3.415, -3.917, 0.883], [-3.661, -2.962, -2.245], [-4.527, -1.877, -1.696], [-3.840, -3.447, -3.545], [-4.146, -4.601, -5.878], [-2.400, -4.855, -6.080], [-3.396, -6.131, -5.376], [-1.347, -5.759, -3.635], [-1.124, -5.588, -0.191], [-0.204, -5.866, -1.676], [0.018, -4.354, -0.784], [0.653, -1.818, 1.290], [1.222, 0.012, -1.042], [3.524, -1.253, -1.080], [5.738, -1.540, 0.049], [6.002, -0.901, 2.446], [4.073, 0.118, 3.678], [1.916, 0.499, 2.497], [-1.773, -2.019, 3.910], [-0.407, -3.014, 3.337], [-0.564, -1.317, 2.811], [-3.266, -3.912, 3.082], [-4.194, -4.598, 0.587], [-5.185, -1.508, -2.490], [-5.158, -2.231, -0.870], [-3.915, -1.039, -1.338], [-4.637, -3.032, -4.165]], "mulliken_charge": [-1.4578, 0.7207, -1.0323, 1.4051, -1.7321, -0.1613, 0.4708, 0.6948, 0.7132, 0.2840, 1.0925, -0.5350, -0.8647, 0.3323, -1.5685, -0.8841, 0.7147, -1.7483, -1.1211, -0.7761, 1.0740, -2.0361, -0.9219, 0.3898, 0.2327, 0.3752, 0.4343, -1.6284, 0.4962, 0.4269, 0.4863, -0.6027, 0.3923, 0.3574, 0.3833, 0.3040, 0.3512, 0.3483, 0.4526, 0.3921, 0.2668, 0.7511, 0.7703, 0.4307, 0.3736, 0.3303, 0.3119, -1.4521, 0.6548, -1.2040, 1.2552, -1.2490, -0.4333, 1.1100, -0.0930, 1.8166, -2.0901, 0.1474, -0.1714, 0.1423, -0.8301, -0.6086, -0.9422, 0.4956, -0.7742, 0.3612, -0.8306, -1.0484, -0.3730, 0.8000, -1.2466, -1.2371, 0.3634, 0.3239, 0.3509, 0.3956, 0.2759, 0.4512, 0.1594, 0.8402, 0.9087, 0.4940, 0.4594, 0.4415, 0.4133, 0.2571, 0.3146, 0.2790, 0.2601, 0.5682, 0.5730, 0.3956, 0.2926, 0.1641, 0.3295], "homo_lumo_gap_ev": 3.50, "e_homo_ev": -7.55, "total_charge": 1, "spin_multiplicity": 1, "lumo_energy_ev": -4.1}

{"formula": "C12H11N3O7RuSe4", "method": "the ωB97M-V functional and the def2-TZVPD basis", "symbols": ["Ru", "Se", "Se", "Se", "Se", "O", "C", "C", "O", "C", "C", "O", "C", "O", "O", "O", "C", "N", "C", "O", "C", "C", "C", "C", "N", "C", "H", "H", "H", "H", "H", "H", "H", "H", "N", "H", "H", "H"], "coordinates": [[0.401, 0.906, -2.142], [1.043, 1.802, -4.264], [-0.330, 3.596, -4.799], [-2.082, 3.362, -3.302], [-0.830, 2.880, -1.440], [2.558, -4.950, -1.747], [2.189, -3.807, -1.667], [0.874, -3.319, -1.065], [0.115, -3.965, -0.371], [0.755, -1.922, -1.491], [1.940, -1.488, -2.096], [2.079, -0.275, -2.512], [2.920, -2.573, -2.197], [4.061, -2.538, -2.604], [-0.261, -1.143, -1.330], [-4.210, -0.343, 2.996], [-3.065, -0.138, 3.794], [-2.044, 0.303, 2.879], [-0.778, 0.477, 3.312], [-0.481, 0.372, 4.493], [0.243, 0.836, 2.276], [1.411, 1.471, 2.685], [2.363, 1.795, 1.738], [2.111, 1.484, 0.412], [0.994, 0.867, 0.019], [0.082, 0.539, 0.934], [-4.900, -0.730, 3.541], [-2.738, -1.058, 4.289], [-3.241, 0.627, 4.558], [-2.308, 0.430, 1.916], [1.547, 1.686, 3.736], [3.288, 2.285, 2.007], [2.824, 1.713, -0.371], [-0.759, -0.022, 0.548], [-1.251, 0.302, -3.083], [-1.456, -0.555, -2.570], [-1.067, 0.103, -4.061], [-1.998, 0.991, -3.021]], "lowdin_spin": [0.8040, 0.0804, 0.0209, 0.0025, 0.0036, -0.0001, 0.0002, 0.0024, 0.0019, 0.0046, -0.0003, -0.0005, -0.0010, -0.0023, 0.0441, 0.0000, 0.0000, 0.0000, 0.0001, 0.0000, 0.0002, -0.0005, 0.0017, 0.0061, 0.0280, 0.0007, 0.0000, 0.0000, 0.0000, 0.0001, 0.0000, 0.0002, 0.0018, 0.0000, -0.0040, 0.0002, 0.0049, 0.0004], "s_squared": 0.76, "homo_lumo_gap_ev": [6.72, 6.48], "e_homo_ev": [-4.64, -4.63], "total_charge": -1, "spin_multiplicity": 2, "lumo_energy_ev": [2.1, 1.9]}

| no. | strongest force on any atom (hartree/bohr) |
| --- | --- |
| 1 | 0.119 |
| 2 | 0.024 |